one:
DFT (ωB97M-V/def2-TZVPD) results for a single C2H3BF2O molecule.

Atoms and positions in Å:
1 B 0.63198 -0.03763 -1.09374
2 C -0.96352 0.30988 0.80142
3 C 0.37851 -0.19881 0.48842
4 O -1.32146 1.35326 1.18059
5 F -1.91667 -0.66659 0.53942
6 F 1.62249 -0.81304 -1.57726
7 H 1.03562 0.57969 0.97674
8 H 0.20087 0.68481 -2.00667
9 H 0.33218 -1.21156 0.69108

What are the Mulliken partial charges on each atom? They are as follows, in elementary charge units: number 1, B, carries 0.33; number 2, C, carries 0.51; number 3, C, carries -0.42; number 4, O, carries -0.45; number 5, F, carries -0.26; number 6, F, carries -0.27; number 7, H, carries 0.26; number 8, H, carries -0.03; number 9, H, carries 0.32

two:
DFT (ωB97M-V/def2-TZVPD) results for a single C2H3BF2O molecule.

Atoms and positions in Å:
1 B -0.62982 -0.96247 -0.65957
2 C 0.06098 1.08203 0.80637
3 C 0.51802 -0.16478 0.03153
4 O 0.19176 2.18251 0.47042
5 F -0.59479 0.84358 1.96916
6 F -0.12375 -1.93857 -1.31070
7 H 0.91417 0.13204 -0.91297
8 H -1.65346 -0.40071 -0.82454
9 H 1.31688 -0.77364 0.43030

What are the Mulliken partial charges on each atom? They are as follows, in elementary charge units: number 1, B, carries 0.24; number 2, C, carries 0.53; number 3, C, carries -0.46; number 4, O, carries -0.42; number 5, F, carries -0.24; number 6, F, carries -0.20; number 7, H, carries 0.22; number 8, H, carries -0.05; number 9, H, carries 0.38

Which structure wins on stability? one wins.

one:
DFT (ωB97M-V/def2-TZVPD) results for 3 unconnected molecules or ions with the total composition C4H14NO3.

Computed properties:
Charge: +1

Atoms and positions in Å:
1 O 1.45278 1.51489 2.26258
2 C 2.22660 1.63915 1.33310
3 C 2.04108 0.54041 0.28621
4 N 0.55183 -0.12744 0.41301
5 C 0.62839 -1.60356 0.71745
6 C -0.10829 -2.09858 1.92781
7 H 2.80852 2.56792 1.03956
8 H 2.10826 0.78529 -0.76796
9 H 2.81311 -0.29447 0.29559
10 H -0.07910 -0.03324 -0.42301
11 H 0.08616 0.39115 1.14381
12 H 1.62595 -1.85426 0.68518
13 H 0.30164 -2.06436 -0.24067
14 H -1.28725 -1.98555 1.86249
15 H -0.00610 -1.68586 2.96639
16 H 0.10991 -3.20346 2.09591
17 H -3.45507 0.64570 -4.63484
18 H -4.55074 0.99136 -3.60719
19 O -3.72537 0.65303 -3.77378
20 H -2.16390 0.33187 -2.02234
21 H -1.56512 -1.02307 -2.11562
22 O -1.39439 -0.11060 -1.58328

What are the Mulliken partial charges on each atom? They are as follows, in elementary charge units: number 1, O, carries -0.45; number 2, C, carries 0.11; number 3, C, carries -0.48; number 4, N, carries 0.02; number 5, C, carries -0.24; number 6, C, carries -1.18; number 7, H, carries 0.33; number 8, H, carries 0.44; number 9, H, carries 0.31; number 10, H, carries 0.29; number 11, H, carries 0.38; number 12, H, carries 0.29; number 13, H, carries 0.28; number 14, H, carries 0.29; number 15, H, carries 0.33; number 16, H, carries 0.34; number 17, H, carries 0.29; number 18, H, carries 0.29; number 19, O, carries -0.56; number 20, H, carries 0.32; number 21, H, carries 0.33; number 22, O, carries -0.73

two:
DFT (ωB97M-V/def2-TZVPD) results for 3 unconnected molecules or ions with the total composition C4H14NO3.

Computed properties:
Charge: +1

Atoms and positions in Å:
1 O -0.44341 -2.27234 1.27381
2 C 0.40821 -1.53020 1.77124
3 C 0.31812 -0.02177 1.45035
4 N -0.14796 0.27078 -0.03030
5 C -1.62998 0.38180 -0.20397
6 C 1.67672 0.68346 1.68457
7 H 1.14810 -1.78414 2.48951
8 H -0.50470 0.34809 2.13957
9 H 0.20424 1.21235 -0.37710
10 H 0.18345 -0.44064 -0.63106
11 H -1.96449 1.17903 0.64292
12 H -2.12135 -0.56522 -0.19411
13 H -2.06429 0.79923 -1.11288
14 H 2.48417 0.18175 1.21946
15 H 1.83457 0.74427 2.77813
16 H 1.44080 1.79252 1.43614
17 H 0.64237 -2.05722 -2.43292
18 H -0.24923 -2.78338 -1.64583
19 O 0.33454 -2.01453 -1.56552
20 H -0.64384 1.36115 -3.41940
21 H -0.76326 2.63132 -2.50141
22 O -0.14277 1.88370 -2.77121

What are the Mulliken partial charges on each atom? They are as follows, in elementary charge units: number 1, O, carries -0.44; number 2, C, carries -0.19; number 3, C, carries 0.37; number 4, N, carries 0.05; number 5, C, carries -0.90; number 6, C, carries -1.38; number 7, H, carries 0.43; number 8, H, carries 0.25; number 9, H, carries 0.42; number 10, H, carries 0.25; number 11, H, carries 0.37; number 12, H, carries 0.32; number 13, H, carries 0.30; number 14, H, carries 0.38; number 15, H, carries 0.41; number 16, H, carries 0.39; number 17, H, carries 0.26; number 18, H, carries 0.29; number 19, O, carries -0.58; number 20, H, carries 0.33; number 21, H, carries 0.35; number 22, O, carries -0.67

Which structure wins on stability? two wins.

one:
DFT (ωB97M-V/def2-TZVPD) results for a single C19H21N3O3 molecule.

Atoms and positions in Å:
1 C -0.29506 1.43203 -4.04600
2 O -0.81421 1.40256 -2.73313
3 C -0.45201 0.26285 -2.01797
4 C -1.44930 -0.66722 -1.77532
5 C -1.18175 -1.84482 -1.10391
6 C 0.11718 -2.10250 -0.70966
7 C 1.11377 -1.17099 -0.92433
8 C 0.85678 0.05609 -1.54049
9 N 1.84716 1.02664 -1.72616
10 C 3.21467 0.73742 -1.35253
11 C 3.43080 0.87919 0.18225
12 N 2.30538 1.58740 0.75683
13 N 1.38608 0.78215 1.26593
14 C 0.14764 1.05851 1.40565
15 C -0.74678 0.05578 1.93322
16 C -0.26404 -1.16249 2.42515
17 C -1.13455 -2.13549 2.85349
18 C -2.51441 -1.92042 2.80370
19 C -3.00306 -0.70596 2.32273
20 C -2.12798 0.26816 1.89629
21 H -2.51001 1.20435 1.51452
22 H -4.06863 -0.54072 2.28579
23 C -3.41234 -2.99173 3.26176
24 O -3.05270 -4.06945 3.67381
25 O -4.71958 -2.67277 3.18477
26 H -5.24926 -3.42021 3.50183
27 H -0.77653 -3.08106 3.23239
28 H 0.80254 -1.31627 2.45371
29 H -0.31414 1.99561 1.08413
30 C 1.99422 2.78890 0.00599
31 C 1.52815 2.41391 -1.42711
32 H 0.45615 2.56457 -1.52695
33 H 2.03800 3.05194 -2.15847
34 H 2.91046 3.38393 -0.02404
35 H 1.23348 3.36503 0.53258
36 H 3.48648 -0.09026 0.67598
37 H 4.34829 1.43772 0.39029
38 H 3.84051 1.46452 -1.88079
39 H 3.48960 -0.25689 -1.70312
40 H 2.10473 -1.40132 -0.57153
41 H 0.35892 -3.02836 -0.21040
42 H -1.97034 -2.55385 -0.90772
43 H -2.44233 -0.44420 -2.13553
44 H -0.61739 2.37697 -4.48035
45 H 0.79788 1.37881 -4.04706
46 H -0.69253 0.60194 -4.64023

What are the Mulliken partial charges on each atom? They are as follows, in elementary charge units: number 1, C, carries -0.79; number 2, O, carries -0.54; number 3, C, carries 0.45; number 4, C, carries -0.35; number 5, C, carries -0.59; number 6, C, carries -0.78; number 7, C, carries -0.25; number 8, C, carries 0.35; number 9, N, carries 0.00; number 10, C, carries -0.91; number 11, C, carries -0.79; number 12, N, carries 0.15; number 13, N, carries -0.26; number 14, C, carries -0.44; number 15, C, carries 1.16; number 16, C, carries -0.52; number 17, C, carries -0.73; number 18, C, carries 0.44; number 19, C, carries -0.72; number 20, C, carries -0.75; number 21, H, carries 0.38; number 22, H, carries 0.44; number 23, C, carries 0.50; number 24, O, carries -0.60; number 25, O, carries -0.46; number 26, H, carries 0.35; number 27, H, carries 0.43; number 28, H, carries 0.43; number 29, H, carries 0.25; number 30, C, carries -1.02; number 31, C, carries -0.60; number 32, H, carries 0.35; number 33, H, carries 0.57; number 34, H, carries 0.29; number 35, H, carries 0.34; number 36, H, carries 0.35; number 37, H, carries 0.39; number 38, H, carries 0.44; number 39, H, carries 0.49; number 40, H, carries 0.32; number 41, H, carries 0.45; number 42, H, carries 0.46; number 43, H, carries 0.45; number 44, H, carries 0.26; number 45, H, carries 0.30; number 46, H, carries 0.33

two:
DFT (ωB97M-V/def2-TZVPD) results for a single C19H21N3O3 molecule.

Atoms and positions in Å:
1 C 7.75903 0.82027 -0.43418
2 H 8.22158 1.32993 0.40881
3 O 6.37541 1.01694 -0.29925
4 C 5.60378 0.58682 -1.39185
5 C 5.47813 -0.93733 -1.51299
6 H 6.46944 -1.38469 -1.59572
7 H 4.93032 -1.16832 -2.42997
8 C 4.75747 -1.54371 -0.30947
9 N 3.35976 -1.18686 -0.29036
10 C 2.75747 -0.62527 0.78925
11 O 3.33484 -0.43627 1.83976
12 C 1.32549 -0.25778 0.57259
13 C 0.86508 0.91027 1.15892
14 C -0.46468 1.25627 0.96676
15 N -1.16842 2.35668 1.39061
16 C -2.36686 2.19417 0.93446
17 N -2.54435 1.03923 0.22053
18 C -1.32308 0.40913 0.22299
19 C -0.86245 -0.76033 -0.36120
20 C 0.46687 -1.07713 -0.17632
21 H 0.84476 -1.99930 -0.59489
22 H -1.51458 -1.39962 -0.93597
23 C -3.74913 0.60181 -0.35255
24 C -4.46150 1.44488 -1.19047
25 C -5.65913 1.03163 -1.74837
26 C -6.14050 -0.23295 -1.46760
27 C -5.44464 -1.08299 -0.62311
28 C -4.24785 -0.67756 -0.04566
29 O -3.50808 -1.41496 0.82292
30 C -3.95936 -2.69765 1.18194
31 H -3.21387 -3.08320 1.87526
32 H -4.02264 -3.36026 0.31271
33 H -4.93252 -2.65630 1.68108
34 H -5.84927 -2.05939 -0.40934
35 H -7.07010 -0.56789 -1.90191
36 H -6.20708 1.69315 -2.40060
37 H -4.06309 2.42529 -1.40519
38 H -3.17575 2.88033 1.09980
39 H 1.52961 1.52867 1.73974
40 H 2.84741 -1.27073 -1.15367
41 H 4.86122 -2.63643 -0.32783
42 H 5.18712 -1.16046 0.61974
43 H 4.61426 1.02092 -1.22370
44 H 6.01533 0.99434 -2.32953
45 H 8.13172 1.25472 -1.37104
46 H 8.03511 -0.23988 -0.40208

What are the Mulliken partial charges on each atom? They are as follows, in elementary charge units: number 1, C, carries -0.70; number 2, H, carries 0.26; number 3, O, carries -0.33; number 4, C, carries -0.50; number 5, C, carries -0.73; number 6, H, carries 0.33; number 7, H, carries 0.41; number 8, C, carries -0.67; number 9, N, carries -0.14; number 10, C, carries 0.36; number 11, O, carries -0.65; number 12, C, carries 0.69; number 13, C, carries -0.91; number 14, C, carries 0.24; number 15, N, carries -0.73; number 16, C, carries -0.14; number 17, N, carries 0.21; number 18, C, carries 0.58; number 19, C, carries -0.60; number 20, C, carries -0.97; number 21, H, carries 0.50; number 22, H, carries 0.52; number 23, C, carries 0.18; number 24, C, carries -0.53; number 25, C, carries -0.73; number 26, C, carries -0.72; number 27, C, carries -0.51; number 28, C, carries 0.78; number 29, O, carries -0.34; number 30, C, carries -0.99; number 31, H, carries 0.27; number 32, H, carries 0.39; number 33, H, carries 0.36; number 34, H, carries 0.42; number 35, H, carries 0.38; number 36, H, carries 0.38; number 37, H, carries 0.52; number 38, H, carries 0.44; number 39, H, carries 0.52; number 40, H, carries 0.30; number 41, H, carries 0.26; number 42, H, carries 0.37; number 43, H, carries 0.33; number 44, H, carries 0.35; number 45, H, carries 0.31; number 46, H, carries 0.27

Which structure wins on stability? two wins.